C4H7NOS in the gas phase in a non-equilibrium geometry, computed with wB97M-V/def2-TZVPD.

Each line ends with the Mulliken charge.
Cartesian coordinates (Å):
C -0.931 -0.374 1.505  -1.31
C 0.038 -0.555 0.365  0.13
C 1.270 0.396 0.255  -0.43
C 0.737 0.779 -1.120  0.11
S 1.208 1.575 -2.478  -0.42
N -0.370 0.066 -0.896  0.17
O -1.318 -0.338 -1.781  -0.39
H -1.177 0.662 1.651  0.36
H -0.484 -0.771 2.468  0.32
H -1.876 -0.939 1.322  0.33
H 0.308 -1.585 0.193  0.32
H 2.254 -0.103 0.203  0.24
H 1.295 1.213 0.960  0.24
H -0.954 -0.026 -2.646  0.35

Output
Energy ... -684.72013 a.u.
E_LUMO ... 0.80 eV
Largest force on an atom ... 1.7 eV/Å
Energy relative to the best compared isomer or geometry (same formula, charge and spin) ... 54.56 kcal/mol
HOMO level ... -0.3149 Ha

***

2 unconnected molecules or ions with the total composition C4H10O2 in a non-equilibrium geometry, computed with wB97M-V/def2-TZVPD.

Each line ends with the Mulliken charge.
Cartesian coordinates (Å):
C 2.688 -0.886 -2.252  -0.75
C 1.687 -0.120 -1.857  0.11
O 0.378 -0.486 -1.746  -0.44
H 3.643 -0.384 -2.306  0.23
H 2.587 -1.918 -2.553  0.25
H 1.808 0.893 -1.547  0.36
H 0.298 -1.381 -2.097  0.25
C -2.406 0.127 1.617  -0.95
C -0.917 0.350 1.630  -0.23
O -0.522 1.572 0.933  -0.53
H -2.725 -0.164 0.607  0.26
H -2.955 0.985 1.983  0.28
H -2.553 -0.813 2.173  0.30
H -0.527 0.478 2.645  0.36
H -0.306 -0.420 1.170  0.21
H -0.178 2.166 1.601  0.29

Output
Energy ... -308.83009 a.u.
E_LUMO ... 0.92 eV
Largest force on an atom ... 1.9 eV/Å
Energy relative to the best compared isomer or geometry (same formula, charge and spin) ... 42.71 kcal/mol
HOMO level ... -0.3332 Ha

***

A molecular structure, C45H53KN8O7S3 in a non-equilibrium geometry, computed with wB97M-V/def2-TZVPD.

Each line ends with the Mulliken charge.
Cartesian coordinates (Å):
K 0.009 -0.263 -0.890  1.18
O -2.058 -4.191 -1.166  -0.66
C -3.237 -4.475 -0.552  0.04
C -3.595 -5.834 -0.527  -0.63
C -4.837 -6.173 0.054  -0.25
C -5.637 -5.221 0.640  -0.62
C -5.284 -3.888 0.626  -0.19
C -4.051 -3.454 0.098  0.39
C -3.418 -2.068 0.111  0.08
O -2.407 -1.752 -0.638  -0.69
N -3.990 -1.288 1.088  -1.05
N -3.319 -0.219 1.205  0.89
C -3.584 0.832 1.935  -1.02
C -2.855 2.041 1.849  1.41
C -3.654 3.078 2.245  -0.74
C -3.310 4.387 1.947  -0.59
C -2.117 4.646 1.329  -0.52
C -1.174 3.689 1.107  -0.43
C -1.489 2.278 1.274  -0.37
O -0.802 1.274 0.911  -0.18
H -2.055 -3.203 -0.971  0.47
H -2.925 -6.511 -1.026  0.41
H -5.209 -7.208 -0.094  0.29
H -6.600 -5.472 1.086  0.36
H -5.898 -3.085 0.988  0.46
H -4.364 0.709 2.715  0.14
H -4.557 2.886 2.800  0.30
H -4.077 5.131 2.137  0.29
H -1.842 5.689 1.106  0.27
H -0.159 3.899 0.734  0.21
N 1.392 -2.827 -0.980  -0.26
C 2.541 -2.614 -1.820  -0.34
C 3.904 -2.506 -1.072  -0.78
C 4.239 -1.280 -0.238  -0.59
N 3.186 -0.363 0.067  0.32
H 1.719 -2.970 -0.025  0.13
H 1.089 -3.784 -1.231  0.21
H 2.288 -1.743 -2.396  -0.09
H 2.627 -3.454 -2.526  0.39
H 4.738 -2.703 -1.724  0.50
H 3.856 -3.380 -0.418  0.35
H 5.017 -0.645 -0.764  0.36
H 4.784 -1.590 0.701  0.19
H 3.496 0.569 0.347  0.21
H 2.556 -0.664 0.806  -0.64
O -0.978 1.309 -3.130  -0.52
S -1.119 0.813 -4.598  0.15
C 0.490 0.882 -5.534  -0.75
C 1.157 2.240 -5.606  -0.87
C 1.515 2.919 -4.278  0.22
C 2.830 2.480 -3.608  -1.00
S 3.102 3.070 -1.816  0.21
O 1.980 2.541 -0.935  -0.19
C 2.874 4.840 -1.821  0.36
C 2.115 5.314 -0.763  -0.16
C 2.175 6.744 -0.525  -0.47
C 2.775 7.622 -1.432  -0.42
C 3.390 7.094 -2.569  -0.54
C 3.372 5.679 -2.807  -0.34
C -2.046 1.902 -5.632  0.31
C -2.180 3.284 -5.402  -0.16
C -3.233 3.912 -6.112  -0.63
C -3.992 3.208 -7.072  -0.48
C -3.772 1.858 -7.289  -0.52
C -2.777 1.174 -6.610  -0.49
H 0.247 0.359 -6.489  0.47
H 1.129 0.206 -4.986  0.37
H 0.375 2.876 -6.118  0.30
H 2.001 2.275 -6.362  0.43
H 0.764 2.726 -3.499  0.09
H 1.615 4.025 -4.510  0.20
H 3.619 2.784 -4.240  0.57
H 2.904 1.404 -3.362  0.28
H 1.681 4.608 -0.049  0.06
H 1.669 7.162 0.360  0.37
H 2.654 8.642 -1.207  0.41
H 3.941 7.741 -3.235  0.37
H 3.868 5.214 -3.720  0.20
H -1.479 3.840 -4.815  0.49
H -3.379 4.990 -5.955  0.34
H -4.793 3.687 -7.578  0.41
H -4.365 1.301 -7.998  0.36
H -2.560 0.141 -6.827  0.39
C -0.014 -7.821 3.600  -1.48
C -0.523 -6.809 4.631  0.68
C 0.615 -6.278 5.494  -1.41
C -1.390 -5.738 4.007  -1.08
N -0.710 -4.887 3.017  0.79
C -0.787 -3.579 2.774  -0.74
N 0.002 -3.251 1.734  0.43
N 0.606 -4.392 1.408  -0.65
N 0.136 -5.410 2.152  -0.29
H 0.218 -8.807 4.049  0.39
H 0.876 -7.384 3.153  0.35
H -0.741 -8.031 2.833  0.39
H -1.266 -7.301 5.298  0.27
H 1.318 -5.686 4.851  0.28
H 1.255 -7.121 5.857  0.36
H 0.346 -5.732 6.383  0.38
H -1.721 -5.085 4.788  0.39
H -2.248 -6.170 3.418  0.36
H -1.481 -2.873 3.179  0.47
O 2.877 4.410 7.232  -0.51
C 3.408 3.251 6.773  0.58
O 4.289 2.693 7.388  -0.63
C 2.927 2.660 5.479  0.53
C 1.957 3.126 4.548  -0.46
C 1.500 2.309 3.560  -0.37
C 1.884 0.915 3.436  0.06
S 1.151 -0.314 2.623  -0.12
C 3.068 0.556 4.214  -0.63
C 3.522 1.355 5.217  -0.75
H 2.042 4.701 6.843  0.32
H 1.632 4.211 4.620  0.10
H 0.834 2.666 2.798  0.32
H 3.539 -0.410 4.051  0.30
H 4.370 1.076 5.872  0.31

Output
Energy ... -4505.62701 a.u.
E_LUMO ... 2.96 eV
Total charge ... -2
Largest force on an atom ... 6.5 eV/Å
Energy relative to the best compared isomer or geometry (same formula, charge and spin) ... 64.50 kcal/mol
HOMO level ... -0.0113 Ha

***

A molecular structure, C23H19Cl3GeN6NaSSe2 in a non-equilibrium geometry, computed with wB97M-V/def2-TZVPD.

Each line ends with the Mulliken charge.
Cartesian coordinates (Å):
Na -1.777 -0.911 -1.537  0.70
S 0.631 -0.235 -3.122  -0.33
C 1.390 0.997 -2.152  0.72
N 2.077 1.984 -2.780  -1.09
N 2.916 2.681 -1.994  0.26
C 3.825 2.215 -1.023  0.85
C 4.456 3.167 -0.228  -0.52
C 5.393 2.782 0.721  -0.47
C 5.714 1.443 0.890  -0.67
C 5.099 0.498 0.077  -0.48
C 4.166 0.872 -0.877  -0.43
N 1.303 0.921 -0.851  -0.71
N 0.552 -0.075 -0.358  0.52
C 0.510 -0.083 1.071  -0.62
C 1.482 0.539 1.847  -0.09
C 1.351 0.562 3.228  -0.73
C 0.258 -0.033 3.847  -0.58
C -0.706 -0.662 3.070  -0.87
C -0.580 -0.683 1.690  0.76
H 3.079 3.613 -2.336  0.24
H 4.202 4.215 -0.351  0.36
H 5.871 3.538 1.332  0.37
H 6.438 1.141 1.634  0.40
H 5.350 -0.551 0.176  0.41
H 3.734 0.119 -1.522  0.51
H 2.333 0.995 1.360  0.19
H 2.113 1.046 3.826  0.42
H 0.151 0.007 4.923  0.38
H -1.561 -1.134 3.537  0.44
H -1.347 -1.158 1.088  0.35
Se -5.126 -1.447 -1.165  -0.05
Se -4.801 0.029 0.575  -0.02
C -3.762 1.416 -0.281  0.41
C -3.996 2.715 0.144  -0.66
C -3.261 3.736 -0.435  -0.32
C -2.342 3.431 -1.424  -0.74
C -2.185 2.106 -1.784  -0.28
N -2.877 1.107 -1.218  -0.16
C -4.077 -2.950 -0.523  0.52
C -4.497 -4.232 -0.847  -0.79
C -3.745 -5.294 -0.370  -0.29
C -2.636 -5.041 0.421  -0.83
C -2.303 -3.723 0.684  -0.15
N -3.005 -2.691 0.207  -0.03
H -4.739 2.914 0.903  0.37
H -3.416 4.761 -0.124  0.40
H -1.751 4.197 -1.906  0.43
H -1.462 1.820 -2.542  0.47
H -5.389 -4.389 -1.439  0.38
H -4.032 -6.310 -0.605  0.40
H -2.027 -5.843 0.814  0.43
H -1.430 -3.477 1.276  0.34
Cl 2.821 -2.721 -2.358  -0.32
Ge 1.047 -1.869 -1.453  0.91
Cl -0.699 -3.081 -2.186  -0.34
Cl 1.266 -2.974 0.450  -0.38

Output
Energy ... -10037.36668 a.u.
E_LUMO (alpha / beta) ... -0.48 / -0.57 eV
Largest force on an atom ... 1.4 eV/Å
Energy relative to the best compared isomer or geometry (same formula, charge and spin) ... 0.00 kcal/mol
HOMO level (alpha / beta) ... -0.2571 / -0.2685 Ha
Multiplicity ... 2
⟨S²⟩ ... 0.7826